[1]
ORCA calculation (the ωB97M-V functional and the def2-TZVPD basis) on C30H24N8SSe3TeW as an isolated structure.

Element x y z (Å)
W 0.0275 -0.9426 0.8760
C -3.0380 -0.8408 -0.1088
N -2.0619 0.1068 0.4806
C -2.4657 0.3465 1.9030
C -1.4475 1.2805 2.4593
C -1.7510 2.3309 3.3020
C -0.7404 3.1983 3.6781
C 0.5265 3.0036 3.1552
C 0.7515 1.9276 2.3221
N -0.2071 1.0469 1.9951
C -2.2669 1.4081 -0.2701
C -1.1297 2.2055 -0.8724
C -1.5189 3.3644 -1.5456
C -0.5478 4.1781 -2.0926
C 0.7838 3.8130 -1.9531
C 1.0684 2.6406 -1.2833
N 0.1350 1.8406 -0.7517
C -2.9046 -2.1882 0.5137
C -3.9709 -3.0647 0.5571
C -3.8025 -4.2955 1.1715
C -2.5754 -4.5863 1.7394
C -1.5541 -3.6613 1.6499
N -1.6980 -2.4750 1.0335
H -2.8694 -0.8747 -1.1843
H -4.0533 -0.4590 0.0350
H -2.4686 -0.6004 2.4439
H -3.4691 0.7784 1.9407
H -2.7670 2.4639 3.6475
H -0.9439 4.0263 4.3434
H 1.3414 3.6744 3.3856
H 1.7218 1.7772 1.8851
H -2.7993 2.0834 0.4024
H -2.9660 1.2031 -1.0804
H -2.5668 3.6230 -1.6334
H -0.8217 5.0849 -2.6147
H 1.5812 4.4225 -2.3537
H 2.0970 2.3222 -1.1564
H -4.9204 -2.7782 0.1255
H -4.6175 -5.0053 1.2166
H -2.3911 -5.5197 2.2514
H -0.5861 -3.8672 2.0767
S 5.0088 0.2756 -4.7812
N 5.1637 0.4830 -3.1927
C 4.0089 0.1264 -2.6493
C 3.7080 0.1183 -1.2348
C 4.6683 0.3842 -0.2539
C 4.3086 0.2710 1.0659
C 2.9957 -0.0587 1.3886
N 2.0474 -0.2463 0.4648
C 2.4092 -0.2074 -0.8458
C 1.4234 -0.6477 -1.8193
N 0.2423 -1.1036 -1.3341
C -0.5927 -1.7123 -2.1745
C -0.3560 -1.8145 -3.5394
C 0.8164 -1.3087 -4.0521
C 1.7448 -0.7464 -3.1746
C 3.0506 -0.2920 -3.5955
N 3.4897 -0.2501 -4.8450
H 5.6770 0.6353 -0.5542
H 5.0205 0.4171 1.8655
H 2.6866 -0.1838 2.4168
H -1.4659 -2.1776 -1.7424
H -1.0829 -2.3093 -4.1672
H 1.0554 -1.3782 -5.1052
Se 0.3868 -1.2461 3.4344
Se 1.1638 -3.3743 4.0316
Te 2.9541 -3.4767 2.3011
Se 1.3544 -3.1688 0.4025

Calculated values
**2S+1**: 3
**Net charge**: +2
**<S²>**: 2.02
**Energy above the lowest of the compared OMol25 structures with the same formula, charge and spin**: 2.3 kcal/mol
**Electronic energy**: -259403.9589 eV
**Kohn-Sham gap (spin up / spin down)**: 6.29 / 5.82 eV

[2]
ORCA calculation (the ωB97M-V functional and the def2-TZVPD basis) on a 4-piece molecular cluster, C30H25BF21INO2S overall at a distorted geometry.

Element x y z (Å)
N 3.1478 2.3387 3.4684
C 3.2326 1.0763 3.2597
C 3.5997 0.4989 1.9376
B 2.2630 -0.1379 1.2684
C 2.4563 -0.8160 -0.2412
F 3.2345 -1.9639 -0.1881
F 1.2151 -1.2434 -0.7096
C 3.0466 0.0816 -1.3770
F 3.0116 1.3804 -0.9697
F 2.3230 0.0292 -2.5307
C 4.5332 -0.1884 -1.7624
F 4.9201 0.8050 -2.5996
F 5.2988 -0.1129 -0.6524
C 4.8280 -1.5628 -2.4909
F 3.6963 -2.1963 -2.8053
F 5.5649 -2.3636 -1.7376
F 5.4953 -1.3539 -3.6301
O 1.8297 -1.3061 2.1448
C 0.4710 -1.2582 2.2917
I -0.1147 -1.8925 4.2718
C 0.0468 0.2154 2.0016
C -1.3103 0.2601 1.3035
C -2.0119 1.6304 1.4050
C -2.0231 2.3421 0.0732
F -0.7868 2.4404 -0.4647
F -2.8035 1.6628 -0.8203
C -2.5616 3.8061 0.2240
F -1.6021 4.5259 0.8138
F -3.6303 3.8058 1.0285
S -3.0899 4.7360 -1.3651
F -4.3087 3.7219 -1.5181
F -2.1767 3.8114 -2.2716
F -1.9047 5.7843 -1.2524
F -4.0074 5.7173 -0.5032
F -3.5896 5.4819 -2.6770
O 1.0786 0.7280 1.2312
H 2.8291 2.5119 4.4212
H 2.9905 0.3622 4.0583
H 4.3572 -0.2828 2.0596
H 4.0351 1.3095 1.3435
H -0.0375 -1.9402 1.5961
H -0.0549 0.7310 2.9726
H -1.9528 -0.4950 1.7703
H -1.1559 -0.0174 0.2557
H -3.0491 1.5297 1.7255
H -1.4667 2.2676 2.1051
F -2.3168 2.5984 4.4053
C -2.2840 3.7475 5.1061
C -1.9114 4.9102 4.4621
C -1.8823 6.0892 5.1926
C -2.2183 6.0907 6.5397
C -2.5864 4.9054 7.1618
C -2.6230 3.7186 6.4442
H -1.6461 4.8853 3.4137
H -1.5930 7.0101 4.7042
H -2.1901 7.0134 7.1039
H -2.8438 4.9012 8.2127
H -2.9063 2.7824 6.9054
F 0.1450 -8.5504 -4.2476
C 0.7143 -7.3461 -4.0006
C 1.4905 -6.7664 -4.9836
C 2.0641 -5.5279 -4.7280
C 1.8619 -4.8994 -3.5072
C 1.0870 -5.5123 -2.5328
C 0.4965 -6.7441 -2.7782
H 1.6344 -7.2770 -5.9265
H 2.6660 -5.0498 -5.4896
H 2.3079 -3.9371 -3.3111
H 0.9332 -5.0237 -1.5797
H -0.1236 -7.2324 -2.0387
F -2.1496 -4.7161 -1.7600
C -2.0905 -3.6521 -2.5912
C -2.3581 -3.8417 -3.9318
C -2.2868 -2.7457 -4.7800
C -1.9423 -1.4952 -4.2844
C -1.6696 -1.3361 -2.9322
C -1.7464 -2.4209 -2.0713
H -2.6062 -4.8295 -4.2964
H -2.4936 -2.8734 -5.8346
H -1.8790 -0.6464 -4.9523
H -1.3882 -0.3674 -2.5427
H -1.5322 -2.3218 -1.0155

Calculated values
**2S+1**: 1
**Net charge**: -1
**Electronic energy**: -113783.7326 eV
**Kohn-Sham gap**: 8.18 eV

[3]
ORCA calculation (the ωB97M-V functional and the def2-TZVPD basis) on C30H25BiF6N3O8 as an isolated structure at a distorted geometry.

Element x y z (Å)
Bi -0.5092 2.1677 -0.9804
O 1.3224 1.2351 0.7191
C 2.5736 1.8729 0.4939
C 2.5128 3.3894 0.1277
N 1.7456 3.5632 -1.1812
C 2.4890 3.1393 -2.3912
C 1.9400 1.8903 -3.0811
O 2.5186 1.3815 -4.0146
O 0.8007 1.3226 -2.6057
C 1.4225 5.0096 -1.2463
C 0.1247 5.3927 -0.5751
O -0.0081 6.5097 -0.0810
O -0.7773 4.4658 -0.3821
H 1.4369 0.2350 0.9697
H 3.0671 1.8226 1.4660
H 3.1681 1.3895 -0.2944
H 2.0376 4.0968 0.9791
H 3.5535 3.7384 0.0219
H 2.3310 3.9422 -3.1210
H 3.5456 2.9806 -2.2796
H 2.1580 5.6517 -0.7585
H 1.3693 5.3504 -2.2813
O 0.8108 -4.7566 5.4858
C 1.2984 -3.4849 5.9925
C 1.6533 -2.6699 4.7889
C 2.0381 -1.3370 4.9872
C 1.9138 -0.4922 3.8559
N 1.6850 -0.9507 2.6437
C 1.7455 -2.2553 2.3848
C 1.6880 -3.1428 3.4806
C 1.7727 -2.6181 0.9612
C 1.6582 -3.9374 0.4821
C 1.7672 -4.2057 -0.8374
C 1.7058 -5.6218 -1.2837
O 1.2218 -6.4162 -0.1838
C 1.9180 -3.1521 -1.7583
C 1.9992 -1.8832 -1.2282
N 1.8584 -1.6110 0.0365
H 0.3616 -5.2037 6.2416
H 2.1975 -3.5991 6.6029
H 0.5993 -2.9087 6.5068
H 2.2963 -0.8967 5.9707
H 1.9130 0.5798 4.0457
H 1.3682 -4.2173 3.4128
H 1.5287 -4.7884 1.1759
H 2.7207 -5.8504 -1.5969
H 0.9727 -5.6319 -2.1467
H 1.1155 -7.3669 -0.4236
H 1.7962 -3.3192 -2.7935
H 2.0438 -1.0528 -1.9323
F -6.2052 -1.2355 2.0706
C -5.1288 -1.0069 1.3147
C -4.7627 -1.7702 0.2474
F -5.5193 -2.8761 -0.0475
C -3.7986 -1.3008 -0.6298
F -3.5813 -1.8523 -1.8464
C -2.9560 -0.2169 -0.2809
O -1.9468 0.0697 -1.0987
C -3.3458 0.5981 0.8110
F -2.7220 1.7851 1.1089
C -4.4032 0.1882 1.5883
F -4.7970 1.0109 2.5790
F -5.2866 2.9476 -5.0760
C -4.1423 2.8153 -4.3112
C -3.1798 1.8659 -4.7327
C -1.9639 1.7742 -3.9920
C -1.8179 2.4950 -2.8173
C -2.7863 3.3345 -2.3472
C -4.0409 3.4412 -3.0657
H -3.3805 1.1732 -5.5252
H -1.0983 1.1750 -4.3752
H -2.7291 3.8696 -1.3871
H -4.8777 3.9585 -2.5619

Calculated values
**2S+1**: 1
**Net charge**: -1
**Energy above the lowest of the compared OMol25 structures with the same formula, charge and spin**: 51.0 kcal/mol
**Electronic energy**: -74509.5210 eV
**Kohn-Sham gap**: 6.37 eV

[4]
ORCA calculation (the ωB97M-V functional and the def2-TZVPD basis) on C30H25BrF4N6P2Pb as an isolated structure at a distorted geometry.

Element x y z (Å)
Pb -0.1196 0.5952 0.8567
C 1.1477 2.7288 6.1040
N 0.4260 2.6348 4.8083
C -0.8136 3.2177 4.4807
C -1.2084 2.7306 3.2391
N -0.2949 1.8035 2.7931
C 0.7037 1.7428 3.7479
P 2.1608 0.7232 3.7952
C 2.8473 1.0279 2.1482
N 2.1318 1.3166 1.0280
C 3.0093 1.8007 0.0787
C 4.2907 1.7369 0.5570
N 4.2254 1.2457 1.8955
C 5.2664 0.9866 2.8697
C 1.3989 -0.9014 3.3468
N 0.3842 -1.1326 2.4882
C 0.1431 -2.5015 2.5204
C 1.0485 -3.1218 3.3380
N 1.8685 -2.1137 3.8650
C 3.0245 -2.2661 4.7592
H 0.8982 3.6821 6.6223
H 2.2410 2.7793 5.9453
H 0.9411 1.8800 6.7973
H -1.4291 3.8174 5.1035
H -2.0538 3.0135 2.6621
H 2.6777 2.0016 -0.9152
H 5.2231 1.9222 0.0129
H 6.1343 1.6004 2.6941
H 5.5938 -0.0546 2.8003
H 4.8971 1.1400 3.8896
H -0.6996 -2.8872 1.9837
H 1.1347 -4.2031 3.4642
H 3.4296 -3.2791 4.7347
H 2.7798 -1.9750 5.8218
H 3.8244 -1.5994 4.4015
F 1.4878 -4.4033 -5.5592
C 0.8381 -3.4999 -4.8149
C -0.3040 -2.8701 -5.3021
F -0.6710 -3.1154 -6.5608
C -0.9656 -1.8974 -4.5514
F -1.7632 -1.0937 -5.2670
C -0.6061 -1.6969 -3.2159
P -1.5016 -0.6042 -2.0867
C -3.1841 -1.1632 -2.3410
C -3.6974 -2.1976 -1.5313
C -5.0706 -2.5019 -1.5755
C -5.9288 -1.7364 -2.3978
C -5.3730 -0.8251 -3.2847
C -4.0268 -0.5836 -3.2980
C -1.5701 0.9769 -2.9391
C -2.4392 1.9840 -2.5282
C -2.4318 3.2298 -3.1016
C -1.6161 3.4939 -4.2407
C -0.7416 2.4961 -4.6609
C -0.7254 1.2318 -4.0525
C 0.5939 -2.2970 -2.7561
Br 1.4772 -1.7407 -1.0988
C 1.2808 -3.1557 -3.5455
F 2.5230 -3.6375 -3.1506
H -2.9796 -2.7440 -0.8596
H -5.4383 -3.2962 -0.9595
H -7.0066 -1.8308 -2.2751
H -6.0179 -0.2765 -3.9109
H -3.6305 0.1514 -4.0123
H -3.1303 1.7886 -1.7277
H -3.0035 4.0365 -2.6437
H -1.5724 4.4862 -4.6774
H -0.0054 2.7066 -5.4205
H -0.0323 0.4931 -4.3907

Calculated values
**2S+1**: 1
**Net charge**: +2
**Energy above the lowest of the compared OMol25 structures with the same formula, charge and spin**: 9.7 kcal/mol
**Electronic energy**: -145179.2877 eV
**Kohn-Sham gap**: 6.79 eV

[5]
ORCA calculation (the ωB97M-V functional and the def2-TZVPD basis) on C30H25ClF3N3NiO2P as an isolated structure.

Element x y z (Å)
Ni -1.1291 0.1097 -0.3718
Cl 0.0397 -5.5270 -1.6380
C -1.1601 -4.4823 -0.9379
C -2.5026 -4.7264 -1.1365
C -3.4045 -3.8481 -0.5674
C -2.9225 -2.7814 0.1732
N -1.6254 -2.5497 0.3725
C -0.7585 -3.3882 -0.1925
H -2.8254 -5.5705 -1.7308
H -4.4687 -3.9753 -0.7110
H -3.6026 -2.0535 0.6012
H 0.2928 -3.1498 -0.0806
C -1.6474 0.0142 2.9597
P -0.4523 0.6209 1.7073
C -0.2603 2.3704 2.1723
C 1.0779 -0.1623 2.3263
C 2.2031 0.5584 2.7160
C 3.3719 -0.0995 3.0754
C 3.4304 -1.4852 3.0517
C 2.3104 -2.2128 2.6723
C 1.1444 -1.5550 2.3110
H -1.7486 -1.0653 2.8500
H -2.6216 0.4674 2.7784
H -1.3169 0.2488 3.9729
H -0.0220 2.4825 3.2314
H -1.1966 2.8865 1.9578
H 0.5266 2.8084 1.5574
H 2.1910 1.6406 2.7027
H 4.2446 0.4786 3.3528
H 4.3486 -1.9958 3.3140
H 2.3494 -3.2950 2.6396
H 0.2787 -2.1211 1.9877
C -2.7609 1.1426 -0.0585
C -2.8198 2.2397 -1.0677
C -3.9067 2.3953 -1.9320
C -3.9527 3.4178 -2.8606
C -2.8982 4.3245 -2.9505
C -1.7924 4.1758 -2.1112
C -1.7573 3.1463 -1.1932
C -2.9494 5.3969 -3.9028
N -2.9919 6.2628 -4.6604
H -3.6534 0.5168 -0.1290
H -2.7775 1.6091 0.9333
H -4.7213 1.6838 -1.8784
H -4.8024 3.5211 -3.5234
H -0.9577 4.8590 -2.1999
H -0.8685 3.0034 -0.5892
O 3.3033 2.8593 0.1192
C 2.9304 1.7539 -0.2227
N 1.6240 1.3457 -0.4023
C 1.6332 0.0409 -0.6835
O 0.6237 -0.6835 -0.8121
C 3.0296 -0.5014 -0.7473
C 3.5316 -1.7649 -0.9691
C 4.9157 -1.9221 -0.8976
C 5.7457 -0.8427 -0.6106
C 5.2195 0.4297 -0.3859
C 3.8518 0.5718 -0.4617
H 2.8759 -2.5981 -1.1894
H 5.3548 -2.8980 -1.0655
H 6.8167 -0.9985 -0.5600
H 5.8545 1.2750 -0.1521
F -1.3105 -1.6741 -2.4989
C -1.8202 -0.4544 -2.0954
F -3.1888 -0.6557 -2.2177
F -1.5252 0.3800 -3.1408

Calculated values
**2S+1**: 1
**Net charge**: -1
**Energy above the lowest of the compared OMol25 structures with the same formula, charge and spin**: 0.0 kcal/mol
**Electronic energy**: -111091.6577 eV
**Kohn-Sham gap**: 7.60 eV

[6]
ORCA calculation (the ωB97M-V functional and the def2-TZVPD basis) on C30H25CrN7O2P as an isolated structure at a distorted geometry.

Element x y z (Å)
Cr 0.9560 -1.2018 -0.1445
O -1.8819 -3.2576 1.2137
C -1.6071 -2.4941 0.3199
O -0.4699 -2.4061 -0.2829
C -2.6098 -1.5068 -0.2406
C -3.8558 -1.9727 -0.6370
C -4.7499 -1.1007 -1.2402
C -4.3954 0.2225 -1.4451
C -3.1683 0.7005 -1.0155
C -2.2663 -0.1577 -0.3930
P -0.7058 0.4376 0.3463
C -0.9419 0.3846 2.1479
C -2.0677 -0.1520 2.7652
C -2.1804 -0.1001 4.1466
C -1.1841 0.4886 4.9095
C -0.0526 1.0091 4.2951
C 0.0746 0.9536 2.9204
C -0.6146 2.2267 0.0506
C -1.6579 3.0108 0.5499
C -1.6544 4.3763 0.3343
C -0.6062 4.9692 -0.3540
C 0.4538 4.1996 -0.8042
C 0.4542 2.8293 -0.6031
H -4.1057 -3.0121 -0.4787
H -5.7191 -1.4551 -1.5548
H -5.0795 0.8937 -1.9394
H -2.9227 1.7409 -1.1572
H -2.8615 -0.5888 2.1767
H -3.0582 -0.5037 4.6258
H -1.2922 0.5606 5.9805
H 0.7213 1.4676 4.8912
H 0.9477 1.3727 2.4307
H -2.4652 2.5501 1.1019
H -2.4720 4.9785 0.6987
H -0.6118 6.0327 -0.5306
H 1.2779 4.6675 -1.3188
H 1.2877 2.2312 -0.9440
N 1.6650 -2.6682 3.7424
C 0.7263 -2.5075 2.8028
N 1.2412 -1.7958 1.8137
C 2.5297 -1.5552 2.2066
N 2.7977 -2.0775 3.3799
C 3.3723 -0.7988 1.3144
C 4.7183 -0.5273 1.5647
N 5.4508 0.1556 0.7117
C 4.8568 0.5911 -0.3886
C 3.5216 0.3264 -0.6670
N 2.7561 -0.3909 0.1721
H 1.6097 -3.1561 4.6293
H -0.2751 -2.8984 2.8342
H 5.1855 -0.8837 2.4709
H 5.4726 1.1620 -1.0679
H 3.0522 0.6844 -1.5745
N 0.9704 -1.4172 -6.2596
C 0.9567 -1.2991 -4.9342
C 0.5093 -0.1246 -4.2904
C 0.5184 -0.0511 -2.9233
N 0.9696 -1.0347 -2.1270
C 1.3861 -2.1641 -2.7299
C 1.3885 -2.3449 -4.0861
H 0.6624 -0.6581 -6.8441
H 1.2868 -2.2657 -6.7003
H 0.1557 0.7120 -4.8697
H 0.1513 0.8331 -2.4153
H 1.7294 -2.9614 -2.0696
H 1.7177 -3.2772 -4.5151

Calculated values
**2S+1**: 4
**Net charge**: +2
**<S²>**: 3.82
**Energy above the lowest of the compared OMol25 structures with the same formula, charge and spin**: 18.0 kcal/mol
**Electronic energy**: -83741.0011 eV
**Kohn-Sham gap (spin up / spin down)**: 7.18 / 7.37 eV

[7]
ORCA calculation (the ωB97M-V functional and the def2-TZVPD basis) on C30H25F4N5PTl as an isolated structure at a distorted geometry.

Element x y z (Å)
Tl 0.6449 0.0362 2.2232
C -2.1124 -4.1264 -0.2755
C -1.7974 -2.7076 0.2252
P -0.4708 -2.4847 1.5242
C 0.8467 -3.4417 0.6255
C 2.2249 -3.5934 1.3241
C -1.0312 -3.6277 2.7837
C -1.1724 -2.9801 4.1704
H -3.0356 -4.1814 -0.7969
H -2.1349 -4.8804 0.5235
H -1.2993 -4.5539 -0.8793
H -2.7083 -2.2681 0.6109
H -1.5493 -2.0708 -0.6450
H 1.0580 -3.0181 -0.4074
H 0.3864 -4.4601 0.5741
H 2.6137 -2.6083 1.6462
H 2.9200 -3.9069 0.5435
H 2.2307 -4.2856 2.1648
H -0.3216 -4.4680 2.8886
H -2.0224 -3.9977 2.4417
H -0.2431 -2.5620 4.5234
H -1.4248 -3.6704 4.9841
H -1.9575 -2.2398 4.2147
C -4.6313 2.7302 3.4933
C -4.0188 1.4877 3.1576
C -2.8401 1.4397 2.4350
C -2.1368 2.6393 2.1584
C -2.6811 3.8907 2.6148
C -3.9364 3.9369 3.1814
N -0.9307 2.5329 1.5228
C -0.3214 3.4920 0.7618
C -0.9900 4.4270 -0.1101
C -0.2470 5.1437 -1.0671
C 1.1117 4.9422 -1.2723
C 1.7756 4.1185 -0.3799
C 1.1074 3.3934 0.5404
H -5.6665 2.7936 3.9463
H -4.5297 0.5195 3.3397
H -2.5199 0.5430 1.9277
H -2.1657 4.8306 2.3235
H -4.5027 4.8698 3.3248
H -2.0488 4.5161 -0.0225
H -0.7116 5.8637 -1.7520
H 1.6785 5.4081 -2.0634
H 3.7644 4.4898 -0.8861
H 1.6193 2.6619 1.0853
F 4.6000 1.2275 -3.4544
C 3.4594 0.4559 -3.3332
C 2.9435 -0.2975 -4.3763
F 3.6784 -0.4956 -5.4864
C 1.6306 -0.9064 -4.3364
C 0.9337 -0.8435 -3.0978
C 1.4899 -0.0901 -2.0422
F 0.7389 0.1536 -0.9407
C 2.8081 0.4724 -2.0665
C 3.3011 1.1823 -0.8845
C 3.4214 0.4215 0.3497
N 3.5789 0.0015 1.4240
C 3.5598 2.4938 -0.9329
N 3.0903 3.6803 -0.7594
F -0.3638 -1.2009 -2.9765
C 1.1715 -1.7419 -5.4159
C 1.2946 -3.1503 -5.3915
N 1.5384 -4.2905 -5.2906
C 0.7686 -1.1472 -6.6364
N 0.5344 -0.4979 -7.5991

Calculated values
**2S+1**: 1
**Energy above the lowest of the compared OMol25 structures with the same formula, charge and spin**: 44.6 kcal/mol
**Electronic energy**: -63809.4800 eV
**Kohn-Sham gap (spin up / spin down)**: 3.54 / 3.55 eV